Here is a 10-piece molecular cluster, C33H68N10O11 overall from OMol25. Energies are from ωB97M-V/def2-TZVPD.

Atoms and positions in Å:
O 2.985 -5.615 3.625
N 2.348 -4.649 4.001
O 2.799 -3.736 4.677
C 0.938 -4.538 3.614
C 0.230 -3.349 3.723
C -1.098 -3.313 3.327
C -1.709 -4.454 2.840
C -0.987 -5.619 2.592
C 0.341 -5.624 2.993
H 0.731 -2.560 4.272
H -1.694 -2.414 3.386
H -2.755 -4.447 2.560
H -1.467 -6.501 2.197
H 0.924 -6.517 2.798
C 1.060 4.325 -3.994
N 2.327 4.628 -3.372
C 2.685 3.809 -2.247
C 3.264 5.370 -3.982
O 4.420 5.484 -3.626
H 0.761 5.107 -4.693
H 0.235 4.131 -3.311
H 1.136 3.434 -4.629
H 2.814 2.757 -2.526
H 3.620 4.112 -1.784
H 1.928 3.714 -1.460
H 2.920 5.998 -4.817
C -2.689 0.666 -1.206
N -1.374 0.375 -0.656
C -1.276 -0.785 0.209
C -0.313 1.157 -0.889
O 0.721 1.093 -0.245
H -3.386 0.679 -0.367
H -2.878 -0.107 -1.954
H -2.755 1.652 -1.663
H -1.723 -1.637 -0.317
H -0.280 -1.129 0.462
H -1.868 -0.664 1.115
H -0.547 1.973 -1.589
C 0.088 3.793 1.773
N 1.401 4.400 1.715
C 1.629 5.640 2.446
C 2.404 3.622 1.261
O 3.586 3.921 1.238
H 0.017 3.235 2.718
H -0.082 3.149 0.915
H -0.748 4.496 1.802
H 0.952 5.727 3.292
H 2.630 5.598 2.882
H 1.626 6.440 1.705
H 2.095 2.598 0.984
C 1.819 -2.324 -1.248
N 1.039 -3.513 -1.503
C 1.056 -4.544 -0.488
C 0.268 -3.631 -2.608
O -0.276 -4.636 -3.024
H 1.530 -1.863 -0.298
H 1.527 -1.572 -1.983
H 2.899 -2.448 -1.189
H 2.060 -4.964 -0.399
H 0.716 -4.223 0.502
H 0.380 -5.360 -0.735
H 0.355 -2.714 -3.222
C -4.805 -6.941 -1.083
N -4.009 -5.745 -0.861
C -2.650 -5.888 -1.319
C -4.388 -4.648 -0.178
O -3.614 -3.764 0.138
H -5.797 -6.820 -0.648
H -4.335 -7.777 -0.559
H -4.877 -7.251 -2.123
H -2.166 -4.951 -1.578
H -1.914 -6.411 -0.694
H -2.619 -6.482 -2.236
H -5.479 -4.688 -0.019
C -3.222 2.264 3.283
N -2.987 0.852 3.623
C -3.815 -0.097 2.901
C -2.116 0.500 4.597
O -1.927 -0.619 5.028
H -2.667 2.850 4.011
H -4.284 2.485 3.388
H -2.903 2.414 2.252
H -3.521 -1.122 3.124
H -4.842 -0.039 3.270
H -3.791 0.023 1.821
H -1.696 1.423 5.040
C 1.126 0.333 3.976
N 2.403 -0.175 3.517
C 3.329 -0.688 4.518
C 2.676 -0.128 2.196
O 3.781 -0.323 1.713
H 0.563 -0.383 4.577
H 0.439 0.720 3.222
H 1.358 1.211 4.596
H 3.618 0.186 5.108
H 2.824 -1.396 5.174
H 4.185 -1.181 4.076
H 1.794 0.129 1.588
C -5.248 3.275 -4.956
N -3.936 3.862 -5.159
C -2.813 3.045 -4.780
C -3.736 5.119 -5.597
O -2.642 5.594 -5.841
H -5.295 2.790 -3.979
H -5.386 2.446 -5.658
H -6.026 4.018 -5.104
H -2.863 2.791 -3.714
H -2.810 2.055 -5.248
H -1.877 3.547 -4.996
H -4.630 5.751 -5.698
C 6.416 1.179 -0.892
N 5.366 1.229 -1.903
C 4.093 0.656 -1.515
C 5.577 1.890 -3.060
O 4.768 1.954 -3.967
H 7.426 1.143 -1.291
H 6.238 0.294 -0.279
H 6.372 1.997 -0.165
H 4.350 -0.230 -0.935
H 3.549 1.319 -0.837
H 3.485 0.446 -2.391
H 6.590 2.323 -3.074

Maximum force, eV/Å: 1.6
Charge: 0
Highest occupied orbital energy, Ha: -0.309
SMILES string: O=[N+]([O-])c1ccccc1.CN(C)C=O.CN(C)C=O.CN(C)C=O.CN(C)C=O.CN(C)C=O.CN(C)C=O.CN(C)C=O.CN(C)C=O.CN(C)C=O
Electronic energy, a.u.: -2673.29083
Frontier orbital gap, eV: 7.8933
ΔE to the lowest compared entry with this formula, charge and spin, kJ/mol: 39.2
LUMO level, Eh: -0.0190


Here is C49H46BCl2N6OS3SiW as an isolated structure from OMol25. Energies are from ωB97M-V/def2-TZVPD.

Atoms and positions in Å:
W -1.192 -1.063 -0.051
C 2.708 0.775 -1.516
N 1.790 1.277 -2.517
C 1.906 2.436 -3.257
C 0.759 2.559 -3.966
N -0.053 1.491 -3.671
B -1.569 1.309 -4.020
N -2.321 2.225 -2.993
C -2.463 3.568 -3.248
C -3.203 4.119 -2.267
N -3.502 3.106 -1.389
C -4.451 3.262 -0.312
C -2.935 1.944 -1.828
S -3.194 0.443 -1.015
C 0.586 0.716 -2.787
S 0.124 -0.826 -2.260
H 3.464 1.531 -1.316
H 3.185 -0.145 -1.856
H 2.156 0.556 -0.601
H 2.780 3.061 -3.200
H 0.458 3.321 -4.662
H -1.893 0.174 -3.881
H -1.770 1.753 -5.122
H -2.030 4.018 -4.123
H -3.532 5.129 -2.106
H -4.524 4.320 -0.068
H -4.126 2.722 0.562
H -5.430 2.886 -0.615
C 2.926 -3.262 -3.624
C 3.428 -4.312 -2.624
C 2.778 -5.663 -2.962
C 4.948 -4.433 -2.808
C 3.075 -3.941 -1.185
C 3.840 -4.418 -0.120
C 3.528 -4.082 1.185
C 2.441 -3.263 1.429
S 1.863 -2.720 2.976
C 0.526 -1.924 2.170
N 0.534 -2.019 0.818
C 1.620 -2.790 0.390
C 1.965 -3.150 -0.913
C -0.610 -1.443 2.862
C -0.665 -1.362 4.265
C -1.874 -1.124 4.878
C -3.021 -0.978 4.102
C -2.931 -0.969 2.718
C -1.731 -1.162 2.040
H 3.259 -3.530 -4.629
H 3.324 -2.274 -3.384
H 1.839 -3.197 -3.644
H 3.047 -5.965 -3.978
H 1.692 -5.589 -2.896
H 3.116 -6.437 -2.269
H 5.178 -4.568 -3.867
H 5.358 -5.289 -2.270
H 5.455 -3.531 -2.459
H 4.683 -5.076 -0.288
H 4.121 -4.459 2.009
H 1.347 -2.807 -1.716
H 0.243 -1.497 4.844
H -1.934 -1.071 5.959
H -3.983 -0.842 4.582
H -3.840 -0.823 2.144
Cl -3.939 -3.687 1.622
C -3.285 -4.573 0.291
C -3.589 -5.911 0.162
C -3.096 -6.641 -0.906
C -2.313 -6.008 -1.858
C -2.009 -4.671 -1.724
Cl -1.094 -3.875 -2.954
C -2.441 -3.875 -0.618
N -2.069 -2.594 -0.471
H -4.221 -6.375 0.907
H -3.327 -7.693 -1.004
H -1.938 -6.548 -2.717
O -0.273 0.820 0.420
Si -0.074 2.115 1.325
C -0.225 3.724 0.304
C -0.719 4.916 0.840
C -0.757 6.085 0.091
C -0.306 6.089 -1.222
C 0.177 4.913 -1.778
C 0.218 3.754 -1.018
C -1.230 2.498 2.796
C -0.800 3.208 3.921
C -1.686 3.596 4.916
C -3.037 3.301 4.801
C -3.486 2.599 3.696
C -2.585 2.193 2.719
C 1.679 2.164 2.044
C 2.410 0.993 2.238
C 3.641 1.007 2.877
C 4.170 2.206 3.333
C 3.475 3.390 3.122
C 2.245 3.364 2.479
H -1.080 4.932 1.863
H -1.136 6.999 0.535
H -0.335 7.001 -1.807
H 0.521 4.896 -2.806
H 0.605 2.841 -1.454
H 0.250 3.456 4.026
H -1.321 4.133 5.784
H -3.731 3.612 5.573
H -4.537 2.352 3.595
H -2.929 1.614 1.875
H 1.997 0.057 1.884
H 4.181 0.079 3.029
H 5.123 2.222 3.848
H 3.890 4.331 3.465
H 1.711 4.294 2.309

2S+1: 3
Maximum force, eV/Å: 0.9
Charge: -1
Highest occupied orbital energy (alpha / beta), Ha: -0.084 / -0.192
Electronic energy, a.u.: -4795.30376
Frontier orbital gap (alpha / beta), eV: 4.5727 / 7.5994
ΔE to the lowest compared entry with this formula, charge and spin, kJ/mol: 84.9
LUMO level (alpha / beta), Eh: 0.0842 / 0.0877